Density functional theory data (the ωB97M-V functional and the def2-TZVPD basis) for an isolated molecule of C8H18NO3PS at a distorted geometry.

Positions of all 32 atoms, in Å:
S1 1.446 -0.058 -0.357
P1 -2.164 1.862 2.890
O1 -0.082 -0.253 0.330
O2 2.129 -1.307 -0.223
O3 -0.494 0.132 2.592
N1 2.118 1.199 0.199
C1 -0.343 1.012 -2.281
C2 1.829 0.431 -2.972
C3 0.239 -1.399 -2.369
C4 -0.634 0.567 1.361
C5 -1.050 -2.320 2.590
C6 0.713 -0.008 -2.092
C7 -0.068 -1.136 2.996
C8 -1.439 1.625 1.229
H1 -1.158 -2.255 1.397
H2 -1.226 2.583 3.519
H3 -0.061 -0.978 4.066
H4 0.125 1.842 -1.744
H5 -1.777 2.184 0.416
H6 -2.029 -2.206 3.114
H7 1.483 0.394 -4.007
H8 0.854 -1.341 2.577
H9 -0.570 -3.397 2.848
H10 -3.007 2.974 2.517
H11 1.539 1.989 -0.120
H12 -0.460 1.225 -3.437
H13 1.126 -2.167 -2.643
H14 2.104 1.485 -2.610
H15 -1.193 0.788 -1.860
H16 -0.246 -1.850 -1.481
H17 2.777 -0.216 -3.150
H18 -0.485 -1.402 -3.294

**Gap between HOMO and LUMO**: 9.06 eV
**Net charge**: 0
**Multiplicity**: 1

Atomic partial charges in e from the Mulliken method, atoms 1 to 6: S 1.30; P -0.13; O -0.13; O -0.72; O -0.41; N -0.83

=====

Density functional theory data (the ωB97M-V functional and the def2-TZVPD basis) for a cluster of 2 separate species, C8H18NOPS in total at a distorted geometry.

Positions of all 30 atoms, in Å:
S1 -4.232 1.967 -0.275
P1 1.288 -0.539 -0.629
O1 1.577 0.537 0.585
N1 0.085 -1.282 0.171
C1 4.026 0.863 0.338
C2 2.381 2.419 -0.736
C3 -1.955 -1.821 -1.178
C4 -0.712 -2.388 -0.512
C5 2.621 1.468 0.475
C6 -0.630 -0.943 1.360
C7 -2.914 -1.345 -0.016
C8 -2.051 -0.495 0.953
H1 3.823 -0.010 -0.117
H2 2.943 2.283 -1.635
H3 -3.944 2.826 -1.273
H4 -3.597 -0.692 -0.372
H5 -1.988 0.487 0.502
H6 2.498 3.403 -0.527
H7 -0.892 -3.206 0.195
H8 2.409 2.099 1.506
H9 -1.912 -0.905 -1.888
H10 -2.447 -0.142 1.952
H11 1.355 2.465 -0.986
H12 -3.418 -2.063 0.552
H13 -0.188 -2.790 -1.378
H14 4.437 0.617 1.283
H15 -2.548 -2.484 -1.807
H16 4.575 1.596 -0.237
H17 -0.221 -0.108 1.745
H18 -0.370 -1.818 1.950

**Gap between HOMO and LUMO (alpha / beta)**: 4.48 / 2.51 eV
**Net charge**: 0
**Multiplicity**: 1

Atomic partial charges in e from the Mulliken method, atoms 1 to 6: S -0.66; P 0.08; O -0.23; N 0.39; C -1.28; C -1.67

=====

Density functional theory data (the ωB97M-V functional and the def2-TZVPD basis) for a cluster of 2 separate species, C8H18NOS in total at a distorted geometry.

Positions of all 29 atoms, in Å:
S1 3.133 0.559 -0.258
O1 0.136 2.070 -1.229
N1 0.248 1.715 1.016
C1 4.044 -0.324 0.754
C2 -0.793 -1.197 1.787
C3 -0.446 -0.120 -0.579
C4 -0.869 -0.682 -1.707
C5 -1.051 -2.119 -2.059
C6 0.103 -0.998 0.581
C7 -1.944 1.905 -0.056
C8 -0.546 1.330 -0.225
H1 1.130 -0.640 0.906
H2 0.301 -2.040 0.084
H3 1.072 1.147 1.105
H4 -0.738 -2.793 -1.169
H5 -2.640 1.625 -0.845
H6 -0.094 1.425 2.015
H7 0.645 1.455 -1.766
H8 0.239 2.747 1.155
H9 4.861 -0.816 0.268
H10 -1.405 -0.022 -2.480
H11 -1.867 3.010 -0.037
H12 -2.085 -2.349 -2.374
H13 -0.253 -2.179 -2.820
H14 -0.523 -2.056 2.431
H15 -2.451 1.680 0.949
H16 -0.743 -0.464 2.552
H17 -1.781 -1.466 1.470
H18 3.798 -0.490 1.759

**Gap between HOMO and LUMO**: 8.66 eV
**Net charge**: +1
**Multiplicity**: 1

Atomic partial charges in e from the Mulliken method, atoms 1 to 6: S -0.09; O -0.52; N -0.20; C -0.29; C -1.38; C 0.12

=====

Density functional theory data (the ωB97M-V functional and the def2-TZVPD basis) for a cluster of 2 separate species, C8H18NOS in total at a distorted geometry.

Positions of all 29 atoms, in Å:
S1 -0.890 -1.395 -0.254
O1 -1.319 -1.711 1.096
N1 0.516 -0.062 -0.015
C1 0.614 0.642 -1.291
C2 0.059 0.831 1.048
C3 2.234 -1.719 -0.737
C4 -4.229 -0.398 -0.365
C5 2.894 0.142 0.797
C6 -3.067 0.467 -0.501
C7 -3.515 0.200 0.841
C8 1.763 -0.794 0.379
H1 1.413 -2.282 -1.175
H2 2.751 -1.169 -1.519
H3 0.768 1.644 1.201
H4 0.818 -0.058 -2.096
H5 2.672 0.679 1.716
H6 -0.051 0.271 1.977
H7 -2.936 -0.519 1.431
H8 -5.186 -0.010 -0.697
H9 -3.940 0.983 1.455
H10 -0.909 1.254 0.783
H11 -2.782 1.290 -1.117
H12 3.782 -0.459 0.978
H13 3.139 0.859 0.016
H14 -4.144 -1.466 -0.504
H15 1.474 -1.399 1.247
H16 2.937 -2.438 -0.324
H17 1.403 1.393 -1.259
H18 -0.331 1.141 -1.500

**Gap between HOMO and LUMO (alpha / beta)**: 7.10 / 8.12 eV
**Net charge**: +1
**Expectation value of S²**: 2.008
**Multiplicity**: 3

Atomic partial charges in e from the Mulliken method, atoms 1 to 6: S 0.53; O -0.36; N 0.05; C -0.81; C -0.95; C -1.45

=====

Density functional theory data (the ωB97M-V functional and the def2-TZVPD basis) for a cluster of 2 separate species, C8H18NS in total at a distorted geometry.

Positions of all 28 atoms, in Å:
S1 0.503 -1.795 0.001
N1 0.978 0.615 0.922
C1 2.297 1.126 1.061
C2 -1.198 1.782 -0.869
C3 0.112 0.850 1.810
C4 -3.305 -0.834 0.942
C5 1.069 0.670 -1.629
C6 -0.420 0.573 -1.247
C7 1.611 -2.887 -0.910
C8 0.623 0.034 -0.360
H1 -0.718 0.228 1.612
H2 -3.828 -1.629 1.437
H3 -0.961 -0.288 -1.550
H4 -2.983 0.068 1.543
H5 2.463 2.224 0.941
H6 -1.948 1.905 -1.678
H7 1.111 -2.915 -1.920
H8 -0.573 2.674 -0.774
H9 1.339 0.167 -2.565
H10 -3.813 -0.331 0.112
H11 3.049 0.731 0.407
H12 -1.674 1.385 0.108
H13 -2.520 -1.385 0.585
H14 2.680 -2.946 -0.950
H15 1.156 -3.878 -0.502
H16 2.778 1.136 2.100
H17 1.718 1.636 -1.491
H18 0.453 1.086 2.863

**Gap between HOMO and LUMO**: 7.77 eV
**Net charge**: +1
**Multiplicity**: 1

Atomic partial charges in e from the Mulliken method, atoms 1 to 6: S 0.09; N 0.32; C -1.04; C -1.13; C -0.17; C -0.90

=====

Density functional theory data (the ωB97M-V functional and the def2-TZVPD basis) for the ion C8H18NS with charge +1 at a distorted geometry.

Positions of all 28 atoms, in Å:
S1 -1.846 0.202 -0.958
N1 0.524 -0.099 0.224
C1 1.874 0.363 -0.032
C2 0.016 -1.450 -0.194
C3 -4.178 0.186 0.559
C4 1.852 1.783 0.586
C5 -1.410 -1.427 -0.162
C6 2.817 -0.540 0.844
C7 2.053 0.416 -1.622
C8 -3.317 0.647 -0.479
H1 2.994 -0.080 -2.041
H2 2.520 2.479 0.204
H3 -3.803 1.510 -0.945
H4 2.424 -0.731 1.894
H5 -1.813 -1.421 0.764
H6 -3.960 0.752 1.375
H7 -4.104 -0.992 0.693
H8 2.154 1.781 1.701
H9 2.102 1.550 -1.776
H10 3.717 0.138 0.845
H11 -1.865 -2.250 -0.795
H12 0.820 2.230 0.474
H13 -5.229 0.339 0.222
H14 0.490 -2.279 0.346
H15 0.510 -1.508 -1.178
H16 1.147 -0.057 -2.098
H17 0.574 -0.049 1.243
H18 2.937 -1.492 0.305

**Gap between HOMO and LUMO (alpha / beta)**: 7.62 / 7.62 eV
**Net charge**: +1
**Multiplicity**: 1

Atomic partial charges in e from the Mulliken method, atoms 1 to 6: S 0.15; N -0.22; C 1.18; C -0.88; C -1.07; C -1.66

=====

Density functional theory data (the ωB97M-V functional and the def2-TZVPD basis) for a cluster of 3 separate species, C8H18O in total at a distorted geometry.

Positions of all 27 atoms, in Å:
O1 -1.654 -1.989 1.020
C1 -3.193 -0.322 0.121
C2 2.212 0.752 0.551
C3 0.784 -0.451 -1.787
C4 0.542 -0.396 -0.312
C5 -0.705 1.831 -0.229
C6 -1.881 -1.048 0.005
C7 -0.310 0.496 0.321
C8 3.186 -0.343 0.890
H1 2.775 -1.014 1.651
H2 -0.355 0.419 1.405
H3 2.490 1.370 -0.299
H4 0.576 -1.452 -2.174
H5 -1.771 -1.573 -0.942
H6 4.135 0.037 1.292
H7 -3.220 0.315 1.012
H8 -3.358 0.310 -0.752
H9 -0.680 1.868 -1.316
H10 -0.048 2.607 0.167
H11 -1.856 -1.581 1.870
H12 -1.719 2.084 0.087
H13 1.828 -0.247 -2.033
H14 -4.040 -1.021 0.192
H15 0.190 0.254 -2.366
H16 1.937 1.376 1.399
H17 3.431 -0.949 0.013
H18 0.705 -1.334 0.211

**Gap between HOMO and LUMO**: 7.19 eV
**Net charge**: 0
**Multiplicity**: 1

Atomic partial charges in e from the Mulliken method, atoms 1 to 6: O -0.53; C -1.38; C -0.68; C -1.51; C 0.17; C -1.45

=====

Density functional theory data (the ωB97M-V functional and the def2-TZVPD basis) for a structure of composition C8H18O11Zn at a distorted geometry.

Positions of all 38 atoms, in Å:
Zn1 0.169 1.041 -0.065
O1 2.307 4.139 0.813
O2 0.686 3.155 -4.656
O3 -2.446 -2.772 -1.599
O4 -1.889 -2.019 5.739
O5 -5.497 0.648 -3.021
O6 -3.980 -3.956 -0.491
O7 -2.879 3.274 0.222
O8 -0.402 -0.646 4.773
O9 -0.884 3.246 -6.082
O10 5.023 -3.197 1.207
O11 3.787 -1.322 1.025
C1 -3.107 -3.834 -1.419
C2 0.119 -1.539 7.001
C3 0.299 3.532 -5.770
C4 1.151 4.500 -6.697
C5 -0.827 -1.326 5.784
C6 4.612 -2.080 1.671
C7 -2.818 -4.976 -2.363
C8 5.196 -1.674 3.024
H1 3.150 3.913 1.206
H2 0.761 4.568 -7.713
H3 -3.748 -5.310 -2.822
H4 -2.048 -4.697 -3.082
H5 -3.272 3.900 -0.386
H6 2.237 4.415 -6.645
H7 0.956 -2.180 6.723
H8 -4.718 0.246 -2.636
H9 -0.335 -2.145 7.785
H10 0.733 -0.761 7.455
H11 -3.272 3.485 1.070
H12 -6.220 0.344 -2.473
H13 6.128 -1.222 2.687
H14 2.406 5.051 0.540
H15 1.108 5.502 -6.272
H16 5.374 -2.550 3.649
H17 -2.491 -5.826 -1.764
H18 4.630 -0.929 3.583

**Gap between HOMO and LUMO**: 1.73 eV
**Net charge**: -2
**Multiplicity**: 1

Atomic partial charges in e from the Mulliken method, atoms 1 to 6: Zn 0.47; O -0.61; O -0.60; O -0.56; O -0.62; O -0.65